Density functional theory data (ωB97M-V/def2-TZVPD) for a molecular structure, C4H5N2 in a non-equilibrium geometry.

Summary:
E_LUMO	-0.203	hartree
net charge	+1
multiplicity	1

Last column: natural (NBO) charge in e.
Element x y z (Å)
1 C -2.4127 0.1328 -0.1213  0.05
2 C -1.3995 -0.6332 0.0920  0.24
3 C 0.5743 -0.1990 -0.0355  0.43
4 C -1.2797 1.0921 0.0552  -0.22
5 N -0.2129 -1.2897 0.0405  -0.61
6 N 1.9064 -0.1320 -0.0550  -0.73
7 H -0.9553 1.7834 -0.8246  0.26
8 H -1.0394 1.6591 0.9324  0.24
9 H 0.0398 -2.2209 -0.2718  0.46
10 H 2.2973 0.8001 0.0531  0.45
11 H 2.4818 -0.9929 0.1350  0.43

Forces on the atoms, in the same order (eV/Å):
2.6 -1.0 0.9
-3.1 0.1 -1.0
0.7 0.8 0.6
1.4 2.2 -2.3
2.0 0.9 -0.4
-1.7 -1.4 0.5
-0.8 -1.8 1.0
-0.2 -0.5 1.0
-0.6 -0.3 0.2
0.2 -0.5 -0.2
-0.5 1.4 -0.4



Density functional theory data (ωB97M-V/def2-TZVPD) for a molecular structure, CH3BrP2 in a non-equilibrium geometry.

Summary:
E_LUMO	-0.031	hartree
net charge	0
multiplicity	1

Last column: natural (NBO) charge in e.
Element x y z (Å)
1 C 0.9805 -0.1255 0.2078  -0.84
2 P -1.8594 0.5288 -0.2394  0.02
3 P -0.3769 -0.5789 -0.9532  0.33
4 Br 0.7220 1.5083 1.2348  0.01
5 H 1.1221 -1.0239 1.2207  0.27
6 H 1.9447 0.0367 -0.2385  0.23
7 H -2.5330 -0.3456 -1.2322  -0.03

Forces on the atoms, in the same order (eV/Å):
0.6 -2.1 3.7
-1.0 -1.0 -1.0
0.7 -0.3 0.5
0.0 0.2 0.1
-0.4 2.5 -3.6
0.4 -0.4 -0.3
-0.2 1.0 0.6



Density functional theory data (ωB97M-V/def2-TZVPD) for C3H5NOS in the gas phase in a non-equilibrium geometry.

Summary:
E_LUMO	-0.014	hartree
net charge	0
multiplicity	1

Last column: natural (NBO) charge in e.
Element x y z (Å)
1 C -0.4378 -1.1357 0.7857  -0.71
2 C -0.9212 -0.2781 -0.4890  0.71
3 O -1.6607 -0.6780 -1.3757  -0.56
4 N -0.2596 1.0165 -0.6101  -0.69
5 C 1.0747 1.1830 -0.0815  -0.13
6 S 2.1354 2.4245 -0.3378  0.00
7 H 0.6342 -1.3275 0.4716  0.22
8 H -0.3727 -0.5401 1.6124  0.22
9 H -0.9191 -2.2223 1.0049  0.26
10 H -0.8087 1.3786 -1.5736  0.46
11 H 1.5355 0.1791 0.5932  0.23

Forces on the atoms, in the same order (eV/Å):
0.0 -3.0 -3.8
0.5 -1.4 0.6
1.0 1.1 1.6
-1.1 -1.5 -1.7
0.7 -1.3 0.1
-1.5 -1.1 0.1
-1.2 -0.3 0.5
-0.1 1.4 2.3
0.7 3.0 -0.9
2.9 -0.2 3.1
-1.9 3.3 -2.1



Density functional theory data (ωB97M-V/def2-TZVPD) for C2H5N3S2 in the gas phase in a non-equilibrium geometry.

Summary:
E_LUMO	0.008	hartree
net charge	0
multiplicity	1

Last column: natural (NBO) charge in e.
Element x y z (Å)
1 H -1.1236 2.9016 -1.0733  0.34
2 N -0.1202 2.7384 -1.2659  -0.65
3 C 0.4056 1.6438 -0.8606  0.29
4 N -0.2362 0.5625 -0.2504  -0.61
5 C 0.2933 -0.5697 0.2336  0.29
6 S 1.8866 -1.0077 -0.0276  -0.24
7 N -0.5729 -1.3971 0.8511  -0.71
8 S -0.2946 -2.9595 1.4477  0.16
9 H 1.4393 1.3674 -1.1161  0.21
10 H -1.2241 0.7081 0.0335  0.38
11 H -1.4557 -1.0818 1.0507  0.39
12 H 1.0025 -2.9061 0.9772  0.17

Forces on the atoms, in the same order (eV/Å):
0.6 -0.5 0.1
0.3 -0.8 0.6
-0.2 0.4 -1.1
-2.6 1.4 0.7
1.7 -1.7 -0.2
-0.1 0.0 0.1
1.7 0.0 -0.5
0.9 -0.4 -0.1
-0.3 0.5 0.3
1.0 0.2 -0.6
-2.5 0.9 0.4
-0.4 -0.1 0.2



Density functional theory data (ωB97M-V/def2-TZVPD) for C4H3N3 in the gas phase in a non-equilibrium geometry.

Summary:
E_LUMO	0.006	hartree
net charge	0
multiplicity	1

Last column: natural (NBO) charge in e.
Element x y z (Å)
1 C -1.1935 -0.0001 2.6213  -0.16
2 C -0.6532 -0.2585 1.5712  -0.05
3 C 0.2042 0.0341 0.4566  -0.04
4 C 0.7530 -0.9407 -0.4241  -0.04
5 N 0.7513 -0.6548 -1.8284  -0.22
6 N 0.3041 0.6775 -1.7571  -0.04
7 N -0.1428 0.9884 -0.4911  -0.31
8 H -1.7428 -0.0323 3.4917  0.23
9 H 1.1173 -1.9646 0.1396  0.22
10 H -0.4248 1.9105 -0.4453  0.42

Forces on the atoms, in the same order (eV/Å):
0.5 -1.0 -1.5
1.4 1.9 0.8
-1.1 -1.6 -4.0
0.7 -3.2 1.0
-0.7 4.3 5.7
-0.6 -2.3 0.7
2.4 -2.8 -2.6
-0.9 0.1 1.3
-1.0 2.5 -2.3
-0.8 2.1 0.7



Density functional theory data (ωB97M-V/def2-TZVPD) for C4H7N3 in the gas phase in a non-equilibrium geometry.

Summary:
E_LUMO	0.011	hartree
net charge	0
multiplicity	1

Last column: natural (NBO) charge in e.
Element x y z (Å)
1 H -1.3405 1.5074 -0.7291  0.34
2 N -0.5995 1.9639 -0.3355  -0.60
3 C 0.1608 1.0725 0.3403  0.26
4 N 0.1077 -0.3191 0.1111  -0.48
5 C -1.0738 -1.0119 -0.0231  -0.02
6 C -2.3350 -0.6289 0.1099  -0.47
7 C 1.3164 -0.7474 -0.1275  0.28
8 N 2.6040 -0.3341 -0.0726  -0.67
9 H 2.6659 0.6201 0.0574  0.32
10 H 1.0303 1.3168 1.1662  0.20
11 H -0.8714 -1.9153 -0.6255  0.21
12 H -2.7140 0.3741 0.6247  0.23
13 H -3.0972 -1.4348 -0.2273  0.24
14 H 1.1304 -1.7481 0.0147  0.15

Forces on the atoms, in the same order (eV/Å):
-2.2 -1.8 -2.0
5.4 -1.1 5.4
-1.8 4.2 -0.8
-1.8 5.5 1.3
0.1 -1.3 -2.2
-2.2 0.5 1.0
6.1 -1.7 1.2
-4.6 -3.2 -0.6
0.2 2.8 0.0
-2.3 0.0 -2.5
-0.3 0.1 0.8
0.9 -2.4 -1.3
1.2 1.8 0.8
1.2 -3.4 -1.0



Among the records above, which one has the lowest E_LUMO? C4H5N2